The following is a DFT calculation (wB97M-V/def2-TZVPD) of a cluster of 2 separate species, C3H12N2O in total.

```
18
Properties=species:S:1:pos:R:3:nbo_charge:R:1
N 1.99590 0.54436 -0.84357 -0.86
C 0.71909 1.04679 -0.28238 -0.22
C -0.42823 0.07260 -0.47647 -0.42
C -1.72126 0.57524 0.13305 -0.21
N -2.79290 -0.40886 -0.03526 -0.84
H 1.79742 -0.29169 -1.38303 0.36
H 2.35700 1.20724 -1.52171 0.36
H 0.86360 1.18852 0.79068 0.18
H 0.45144 2.00610 -0.71473 0.17
H -0.17005 -0.88128 0.00330 0.23
H -0.57127 -0.17611 -1.53468 0.19
H -1.53960 0.80772 1.18684 0.17
H -2.04855 1.48563 -0.36536 0.18
H -3.66285 0.04387 -0.27585 0.36
H -2.97111 -0.94454 0.80294 0.36
O 1.78391 -1.55342 1.27372 -0.96
H 2.46831 -0.96549 0.91827 0.49
H 2.27170 -2.21912 1.76999 0.47
```

## Properties
HOMO   -9.06 eV
Charge   0
Relative energy (zero: lowest compared OMol25 entry of this formula, charge and spin)   2.92 kcal per mole
Largest force on an atom   0.5 eV Å⁻¹
LUMO energy   0.0384 Ha